The following is a DFT calculation (ωB97M-V with the def2-TZVPD basis set) of an isolated molecule of C12H19BO4.

Properties
- E (eV) = -21615.811
- SMILES string = C#C[C@@]1(C[C@H]2CO2)CC[C@@](C)(B(O)OCC)O1
- gap between HOMO and LUMO (eV) = 9.838
- HOMO level (Ha) = -0.336

Structure (ORCA input):
```
! RIJCOSX wB97M-V def2-TZVPD def2/J DEFGRID3
* xyz 0 1
C 1.77 -1.60 2.63
C 1.80 -1.25 1.49
C 1.66 -0.69 0.12
C 3.02 -0.14 -0.34
C 3.52 1.01 0.59
C 3.54 2.39 -0.06
O 2.57 1.91 1.01
C 1.26 -1.79 -0.93
C -0.19 -1.55 -1.33
C -0.62 -0.29 -0.49
C -1.19 0.83 -1.35
B -1.66 -0.89 0.57
O -1.18 -1.66 1.63
O -3.02 -0.72 0.46
C -3.49 0.55 0.93
C -4.55 1.14 -0.01
O 0.60 0.23 0.04
H 1.69 -1.88 3.66
H 3.77 -0.92 -0.21
H 2.98 0.28 -1.33
H 4.33 0.78 1.27
H 2.80 2.48 -0.85
H 4.00 3.24 0.42
H 1.82 -1.51 -1.83
H 1.61 -2.80 -0.74
H -0.87 -2.41 -1.31
H -0.23 -1.22 -2.37
H -2.21 0.60 -1.65
H -0.56 1.02 -2.22
H -1.22 1.74 -0.74
H -0.73 -2.43 1.26
H -3.92 0.43 1.92
H -2.66 1.25 1.04
H -4.62 0.50 -0.89
H -4.27 2.13 -0.37
H -5.53 1.24 0.46
*
```